No. 1
Density functional theory data (the ωB97M-V functional and the def2-TZVPD basis) for 3 unconnected molecules or ions with the total composition C19H30F2N3O11.

XYZ file:
```
65
Properties=species:S:1:pos:R:3:mulliken_charge:R:1
C 4.9785 -1.3220 2.4643 -1.07
C 4.6119 0.0780 1.9696 -0.49
C 3.1100 0.2870 1.7556 -0.18
O 2.4286 -0.9083 1.3678 -0.26
C 1.6618 -1.5575 2.3338 -1.13
C 0.3337 -1.9531 1.7145 1.14
F 0.6089 -2.6759 0.5926 -0.34
O -0.3880 -2.8622 2.5035 -0.49
C -1.0824 -2.2917 3.6011 -0.53
C -2.2269 -1.3895 3.0981 -0.63
N -2.0190 -1.1519 1.6317 0.05
C -3.0589 -0.1987 1.0516 0.27
O -3.6717 0.4949 1.7721 -0.34
N -3.1552 -0.3304 -0.3197 -0.08
C -3.1431 0.8394 -1.1222 0.46
O -3.3854 1.9315 -0.8024 -0.37
F -2.7610 0.4508 -2.3430 -0.20
C -0.5830 -0.7877 1.2025 -0.79
N -0.2350 0.5828 1.3751 1.24
C -0.0465 1.2689 0.0814 -0.92
C -0.7029 1.4305 2.4379 0.78
C -0.1911 1.1756 3.8302 -1.35
O -1.3807 2.3795 2.1832 -0.51
H 4.9946 -2.0480 1.6508 0.26
H 4.2901 -1.6720 3.2394 0.24
H 5.9735 -1.3121 2.9124 0.38
H 5.1429 0.3022 1.0419 0.29
H 4.9449 0.8125 2.7086 0.37
H 2.9471 1.0053 0.9478 0.24
H 2.6484 0.7078 2.6570 0.02
H 2.1225 -2.5054 2.6438 0.41
H 1.5124 -0.9479 3.2297 0.50
H -1.5060 -3.1311 4.1493 0.46
H -0.4030 -1.7716 4.2785 0.25
H -2.3164 -0.4290 3.6011 0.44
H -3.1898 -1.8918 3.1924 0.53
H -2.1766 -2.0639 1.1864 0.63
H -2.6231 -1.0799 -0.7489 0.37
H -0.5976 -0.9614 0.1243 -0.26
H -0.7326 0.9015 -0.6828 0.07
H 0.9662 1.0845 -0.2789 0.20
H -0.1967 2.3388 0.1902 0.47
H -0.8305 1.7124 4.5303 0.36
H 0.8190 1.5875 3.8944 0.27
H -0.1454 0.1268 4.1093 0.28
C -1.6695 2.7192 -4.5429 0.17
C -2.4248 4.0332 -4.6502 -0.29
O -1.5585 4.8066 -5.4817 -0.34
C -0.7891 3.9646 -6.2147 0.59
O -0.0886 4.2890 -7.1131 -0.51
O -0.9371 2.6903 -5.7673 -0.35
H -2.3125 1.8455 -4.4848 0.13
H -0.9616 2.7100 -3.7115 0.03
H -3.3865 3.9208 -5.1538 0.28
H -2.5681 4.5396 -3.6997 0.28
C 1.2180 -2.5510 -3.4482 -0.46
C -0.0838 -2.6871 -2.6783 -0.35
O -0.2495 -1.3653 -2.1305 -0.15
C 0.4616 -0.4908 -2.9099 0.53
O 0.4035 0.6914 -2.7959 -0.47
O 1.2248 -1.1562 -3.7811 -0.36
H 1.2564 -3.1402 -4.3589 0.34
H 2.0916 -2.7633 -2.8317 0.28
H -0.9316 -2.8988 -3.3308 0.28
H -0.0412 -3.4131 -1.8711 0.30
```

Output
Kohn-Sham gap: 9.01 eV
charge: +1
largest force on an atom: 0.015 Eh/bohr
E_LUMO: -0.1229 Ha
HOMO energy: -12.36 eV
multiplicity: 1

---

No. 2
Density functional theory data (the ωB97M-V functional and the def2-TZVPD basis) for a molecular structure, C19H30F3N2O13PdSSeSi.

XYZ file:
```
71
Properties=species:S:1:pos:R:3:mulliken_charge:R:1
Pd -1.9966 0.5448 -0.3471 1.17
O -6.7474 2.4609 2.7891 -0.55
C -7.0294 2.5893 1.5070 0.45
O -8.0296 3.1512 1.1168 -0.64
C -6.0615 2.0010 0.5507 0.42
C -6.2368 1.9363 -0.8208 -0.50
N -5.1592 1.3410 -1.3397 -0.09
N -4.2992 0.9953 -0.3856 0.18
C -4.8098 1.3880 0.7671 -0.19
C -4.0016 1.0944 1.9974 0.68
O -4.4990 1.3098 3.1105 -0.84
O -2.8480 0.6195 1.7747 -0.82
H -5.8596 2.0153 2.9451 0.45
H -7.0623 2.2818 -1.4197 0.54
H -4.9591 0.9499 -2.2806 0.23
C -0.0894 -3.3877 1.3685 -1.66
C 1.0831 -3.6304 0.4230 1.83
C 2.2564 -4.2433 1.1821 -1.57
C 0.6388 -4.5123 -0.7380 -1.75
O 1.5407 -2.4076 -0.1737 0.08
Si 1.7023 -0.8735 0.2918 -0.31
S -0.2430 -0.1954 1.0551 0.64
O 2.6482 -0.7913 1.6030 -0.19
C 3.2152 0.2949 2.3591 1.88
C 2.9142 0.0078 3.8271 -1.81
C 4.7179 0.2624 2.0961 -1.75
C 2.6434 1.6529 1.9554 -1.55
O 2.3376 0.0102 -0.8759 0.22
C 2.3716 -0.0399 -2.3155 2.00
C 0.9798 -0.3096 -2.8570 -1.34
C 2.8666 1.3307 -2.7584 -1.79
C 3.3496 -1.1393 -2.7233 -1.74
H -0.4756 -4.3393 1.7332 0.53
H -0.8951 -2.8677 0.8439 0.22
H 0.2255 -2.7843 2.2242 0.26
H 1.9453 -5.1591 1.6869 0.43
H 2.6186 -3.5284 1.9222 0.17
H 3.0733 -4.4740 0.4969 0.35
H 0.3171 -5.4890 -0.3737 0.44
H 1.4589 -4.6473 -1.4440 0.33
H -0.1934 -4.0359 -1.2581 0.35
H 3.3495 -0.9493 4.1179 0.36
H 1.8346 -0.0314 3.9787 0.33
H 3.3318 0.7956 4.4554 0.45
H 5.1248 -0.7032 2.4003 0.36
H 5.2178 1.0554 2.6541 0.43
H 4.9059 0.4016 1.0306 0.28
H 1.5683 1.6801 2.1335 0.31
H 2.8197 1.8503 0.8966 0.24
H 3.1102 2.4403 2.5468 0.56
H 0.2932 0.4506 -2.4883 0.17
H 0.6232 -1.2935 -2.5436 0.19
H 0.9719 -0.2774 -3.9461 0.55
H 2.1440 2.0911 -2.4605 0.21
H 2.9868 1.3574 -3.8423 0.42
H 3.8255 1.5527 -2.2867 0.37
H 2.9828 -2.1042 -2.3723 0.12
H 4.3272 -0.9542 -2.2731 0.37
H 3.4548 -1.1692 -3.8084 0.47
F 1.0083 4.6772 -0.3270 -0.23
C -0.2706 4.4610 -0.6656 0.65
F -0.4030 4.7657 -1.9683 -0.27
F -1.0240 5.3175 0.0364 -0.27
C -0.6845 2.9849 -0.4174 0.42
O 0.2283 2.1538 -0.4302 -0.17
O -1.9149 2.8180 -0.2180 -0.54
O -1.8389 -1.4101 -3.8945 -0.67
Se -2.6561 -0.5857 -2.8126 1.31
O -2.5670 -1.3067 -1.3071 -0.72
O -1.9732 0.8870 -2.4432 -0.58
O -4.1851 -0.3371 -3.2606 -0.89
```

Output
Kohn-Sham gap (alpha / beta): 5.90 / 5.90 eV
charge: -1
largest force on an atom: 0.050 Eh/bohr
E_LUMO (alpha / beta): -0.0377 / -0.0377 Ha
HOMO energy (alpha / beta): -6.92 / -6.92 eV
multiplicity: 1

---

No. 3
Density functional theory data (the ωB97M-V functional and the def2-TZVPD basis) for C19H30N2O4 in the gas phase.

XYZ file:
```
55
Properties=species:S:1:pos:R:3:mulliken_charge:R:1
C 4.7918 -0.2927 2.5166 -1.20
C 3.9847 -1.5824 2.4295 -0.63
C 3.1039 -1.6569 1.1802 -0.40
C 1.9830 -0.6203 1.2045 -1.48
C 0.9445 -0.7398 0.0676 2.23
O 0.1764 -1.9230 0.1985 -0.82
C 1.5646 -0.5914 -1.3431 -1.31
C 1.9096 -1.9091 -2.0357 -0.38
C 2.5526 -1.6604 -3.3989 -0.41
C 2.8830 -2.9659 -4.1120 -1.31
C 0.0104 0.4608 0.2901 -0.17
O 0.3557 1.6018 0.0954 -0.70
N -1.2196 0.1082 0.7334 0.05
N -2.1392 1.0512 1.1711 -0.20
C -1.8353 1.7404 2.3203 0.65
O -2.4407 2.6789 2.7639 -0.62
O -0.7646 1.1787 2.9261 -0.26
C -0.3199 1.8495 4.0935 -0.81
C -3.1921 1.3921 0.2896 0.68
C -3.1025 1.0317 -1.0509 0.01
C -4.1360 1.3232 -1.9199 -1.14
C -5.2808 1.9756 -1.4816 0.86
C -6.3869 2.3127 -2.4344 -1.44
C -5.3603 2.3252 -0.1399 -0.94
C -4.3377 2.0354 0.7438 -0.58
H 4.1408 0.5705 2.6238 0.30
H 5.3957 -0.1605 1.6214 0.30
H 5.4574 -0.3238 3.3761 0.39
H 3.3581 -1.6805 3.3190 0.33
H 4.6744 -2.4301 2.4171 0.37
H 3.7306 -1.5065 0.2997 0.23
H 2.6759 -2.6628 1.1296 0.32
H 2.4027 0.3839 1.1509 0.46
H 1.4376 -0.7064 2.1489 0.32
H 0.7770 -2.6729 0.1247 0.54
H 0.8539 -0.0535 -1.9748 0.49
H 2.4534 0.0339 -1.2609 0.37
H 0.9973 -2.4935 -2.1788 0.36
H 2.5995 -2.4973 -1.4268 0.19
H 3.4666 -1.0775 -3.2661 0.35
H 1.8723 -1.0706 -4.0166 0.30
H 3.3387 -2.7681 -5.0791 0.40
H 1.9812 -3.5530 -4.2720 0.33
H 3.5777 -3.5601 -3.5217 0.32
H -1.4017 -0.8674 0.9348 0.18
H 0.0743 2.8342 3.8358 0.35
H 0.4636 1.2263 4.5173 0.23
H -1.1422 1.9709 4.8015 0.32
H -2.2215 0.5287 -1.4174 0.44
H -4.0478 1.0392 -2.9588 0.34
H -7.3424 2.3625 -1.9177 0.37
H -6.4524 1.5744 -3.2304 0.37
H -6.2000 3.2848 -2.8918 0.28
H -6.2422 2.8302 0.2266 0.35
H -4.4230 2.3215 1.7776 0.42
```

Output
Kohn-Sham gap: 8.85 eV
energy above the lowest of the compared OMol25 structures with the same formula, charge and spin: 161.25 kJ/mol
charge: 0
largest force on an atom: 0.017 Eh/bohr
E_LUMO: 0.0221 Ha
HOMO energy: -8.25 eV
structure (SMILES): CCCCC(O)(CCCC)C(=O)NN(C(=O)OC)c1ccc(C)cc1
multiplicity: 1

---

No. 4
Density functional theory data (the ωB97M-V functional and the def2-TZVPD basis) for C19H30N2OS in the gas phase.

XYZ file:
```
53
Properties=species:S:1:pos:R:3:mulliken_charge:R:1
C 0.9151 5.5391 1.6582 -0.93
S 0.4974 4.6604 0.1261 -0.03
C -0.1416 3.1094 0.6816 0.79
C -0.5931 2.2389 -0.3055 -0.73
C -1.0925 0.9974 0.0333 -0.65
C -1.1624 0.5961 1.3631 0.79
C -1.6717 -0.7681 1.7665 -1.31
N -2.1830 -1.5150 0.6292 0.24
C -3.5575 -1.1619 0.3356 -1.16
C -1.9588 -2.9523 0.6871 0.35
C -2.5445 -3.6749 1.9068 -1.53
C -0.4651 -3.3016 0.5558 0.21
O -0.0368 -4.4009 0.8474 -0.71
N 0.2979 -2.3181 0.0533 0.59
C 1.7166 -2.4672 -0.1722 -1.40
C 2.2075 -1.6424 -1.3654 0.11
C 1.3875 -1.9309 -2.6238 -0.48
C 1.9085 -1.1183 -3.8054 -0.96
C 1.8685 0.3725 -3.4844 -0.48
C 2.7003 0.6681 -2.2409 -1.04
C 2.1929 -0.1441 -1.0528 0.40
C -0.7197 1.4782 2.3399 -1.20
C -0.2109 2.7216 2.0123 -0.36
H 0.0256 5.6630 2.2691 0.30
H 1.2852 6.5105 1.3454 0.38
H 1.6933 5.0043 2.1949 0.29
H -0.5409 2.5466 -1.3391 0.37
H -1.4421 0.3345 -0.7442 0.27
H -0.8401 -1.3238 2.2120 0.44
H -2.4365 -0.6437 2.5519 0.69
H -3.6258 -0.0816 0.2128 0.40
H -4.2585 -1.4591 1.1284 0.31
H -3.8614 -1.6390 -0.5955 0.37
H -2.4267 -3.3741 -0.2134 0.39
H -2.1710 -3.2388 2.8305 0.31
H -3.6307 -3.6275 1.9048 0.39
H -2.2344 -4.7152 1.8723 0.43
H -0.1320 -1.4250 -0.1288 -0.43
H 2.2712 -2.1663 0.7274 0.30
H 1.8976 -3.5335 -0.3355 0.49
H 3.2455 -1.9389 -1.5549 0.51
H 1.4337 -2.9976 -2.8525 0.41
H 0.3412 -1.6743 -2.4467 0.10
H 2.9374 -1.4131 -4.0244 0.35
H 1.3059 -1.3262 -4.6919 0.41
H 0.8345 0.6785 -3.3092 0.23
H 2.2485 0.9471 -4.3314 0.34
H 2.6519 1.7329 -2.0035 0.42
H 3.7448 0.4145 -2.4368 0.40
H 1.1788 0.1795 -0.8131 -0.62
H 2.8171 0.0536 -0.1781 0.43
H -0.7678 1.1873 3.3799 0.43
H 0.1273 3.3729 2.8021 0.38
```

Output
Kohn-Sham gap: 8.83 eV
energy above the lowest of the compared OMol25 structures with the same formula, charge and spin: 1.36 kJ/mol
charge: 0
largest force on an atom: 0.012 Eh/bohr
E_LUMO: 0.0261 Ha
HOMO energy: -8.12 eV
structure (SMILES): CSc1ccc(CN(C)[C@H](C)C(=O)NCC2CCCCC2)cc1
multiplicity: 1

---

No. 5
Density functional theory data (the ωB97M-V functional and the def2-TZVPD basis) for C19H30N4O2 in the gas phase.

XYZ file:
```
55
Properties=species:S:1:pos:R:3:mulliken_charge:R:1
H -0.1743 -1.7190 -1.5699 0.26
N -0.9414 -1.0886 -1.7660 -0.85
C -0.9063 0.0065 -1.1244 0.39
N -0.0101 0.4823 -0.1752 0.91
C 1.1846 -0.1939 0.2437 -1.95
C 2.3843 0.1825 -0.6451 -0.28
N 3.5643 -0.5638 -0.2538 0.31
C 4.3822 -0.9973 -1.3726 -0.73
C 5.0792 0.1107 -2.1706 -1.02
C 4.2910 0.0849 0.8262 -0.24
C 5.3007 -0.8428 1.4921 -1.50
C -0.4107 1.7381 0.2319 0.86
C 0.1326 2.6265 1.1379 -0.84
C -0.5424 3.8223 1.3504 -0.76
C -1.7192 4.1158 0.6803 -0.75
C -2.2689 3.2289 -0.2372 -0.74
C -1.6002 2.0423 -0.4566 0.75
N -1.8567 0.9908 -1.3091 0.05
C -3.0611 0.7525 -2.0420 -1.16
C -4.1714 0.1661 -1.1703 0.70
O -5.2892 -0.0450 -1.5578 -0.63
O -3.7233 -0.0762 0.0553 -0.14
C -4.5739 -0.7886 0.9499 -0.76
C -4.4611 -2.2976 0.7286 -0.76
C -3.0131 -2.7867 0.6484 -0.05
C -2.1987 -2.4624 1.8956 -1.15
H 1.0253 -1.2746 0.1874 0.19
H 1.3810 0.0623 1.2870 0.33
H 2.5360 1.2733 -0.5959 0.23
H 2.1249 -0.0703 -1.6761 0.51
H 5.1311 -1.6908 -0.9862 0.43
H 3.7292 -1.5642 -2.0426 0.42
H 4.3546 0.8293 -2.5472 0.26
H 5.8043 0.6377 -1.5554 0.27
H 5.6037 -0.3255 -3.0166 0.41
H 4.7978 1.0059 0.4900 0.37
H 3.5511 0.3773 1.5752 0.28
H 4.8327 -1.7983 1.7133 0.34
H 5.6460 -0.3974 2.4220 0.45
H 6.1662 -1.0138 0.8582 0.31
H 1.0477 2.4077 1.6661 0.39
H -0.1398 4.5349 2.0542 0.39
H -2.2207 5.0519 0.8732 0.39
H -3.1875 3.4615 -0.7527 0.40
H -3.4175 1.6698 -2.5168 0.45
H -2.8344 0.0108 -2.8151 0.40
H -5.6088 -0.4630 0.8019 0.40
H -4.2374 -0.5060 1.9486 0.38
H -4.9826 -2.7954 1.5484 0.42
H -4.9695 -2.5512 -0.2036 0.32
H -2.5292 -2.3402 -0.2231 0.05
H -3.0307 -3.8685 0.4992 0.38
H -1.2255 -2.9454 1.8423 0.35
H -2.0380 -1.3907 1.9835 0.20
H -2.7067 -2.8154 2.7912 0.36
```

Output
Kohn-Sham gap: 8.30 eV
energy above the lowest of the compared OMol25 structures with the same formula, charge and spin: 72.31 kJ/mol
charge: 0
largest force on an atom: 0.014 Eh/bohr
E_LUMO: 0.0272 Ha
HOMO energy: -7.56 eV
structure (SMILES): [H]/N=c1\n(CCN(CC)CC)c2ccccc2n1CC(=O)OCCCC
multiplicity: 1

---

No. 6
Density functional theory data (the ωB97M-V functional and the def2-TZVPD basis) for a molecular structure, C19H30N4O4PSe2TeW.

XYZ file:
```
62
Properties=species:S:1:pos:R:3:mulliken_charge:R:1
W -0.4793 -0.5197 0.5022 1.22
Se -2.3584 -0.6302 2.1013 0.06
Se -1.7541 -2.7474 0.3807 0.15
C -2.8252 -1.7149 -0.7937 0.40
C -3.9530 -2.1261 -1.4519 -0.78
C -4.5942 -1.1706 -2.2458 -0.35
C -4.0781 0.1111 -2.3122 -1.06
C -2.9304 0.4290 -1.5919 -0.26
N -2.3206 -0.4834 -0.8573 0.46
C 0.6448 -0.8905 2.2220 0.99
C 1.0905 -1.3582 3.4242 -1.31
C 2.2783 -0.7830 3.8473 -0.38
C 2.9142 0.2176 3.0786 -1.08
C 2.3578 0.6363 1.8922 -0.23
N 1.2321 0.0207 1.5311 0.51
H -4.3291 -3.1361 -1.3424 0.56
H -5.4899 -1.4332 -2.7973 0.49
H -4.5581 0.8766 -2.9086 0.51
H -2.4900 1.4167 -1.6090 0.57
H 0.5602 -2.1042 3.9976 0.63
H 2.7206 -1.1067 4.7834 0.54
H 3.8462 0.6622 3.4051 0.58
H 2.7799 1.3940 1.2504 0.68
C 0.0023 -1.9816 -4.5192 -1.06
C 0.1245 -2.9181 -3.3470 0.10
O 1.3286 -2.5981 -2.5600 -0.30
P 1.5379 -1.5055 -1.4865 0.14
O 0.1541 -0.6643 -1.3010 0.02
Te 3.5085 -0.3393 -1.5559 -0.07
O 1.2675 -2.2258 -0.0326 -0.55
C 2.1696 -3.3052 0.4244 -0.43
C 1.3739 -4.3617 1.1401 -1.14
H -0.8396 -2.2933 -5.1410 0.40
H 0.9047 -2.0193 -5.1295 0.34
H -0.1620 -0.9507 -4.1973 0.21
H 0.2802 -3.9438 -3.6586 0.41
H -0.7412 -2.8764 -2.6855 -0.01
H 2.9107 -2.8330 1.0603 0.28
H 2.6567 -3.6970 -0.4635 0.52
H 0.8846 -3.9637 2.0329 0.21
H 2.0462 -5.1619 1.4549 0.46
H 0.6239 -4.8042 0.4836 0.30
C 0.8107 4.6546 -0.3196 -1.14
N 0.4966 3.2078 -0.3618 0.15
C 0.8368 2.5507 -1.6433 -0.68
C -0.1664 2.5958 0.5785 0.15
O -0.6765 1.4165 0.2638 -0.29
N -0.3951 3.0749 1.8075 0.31
C -1.6298 2.7414 2.5264 -1.08
C 0.5379 3.9337 2.5635 -1.12
H 0.7625 5.0257 -1.3394 0.41
H 1.8132 4.8334 0.0605 0.37
H 0.0802 5.1933 0.2737 0.41
H 1.8935 2.6811 -1.8458 0.36
H 0.2656 3.0290 -2.4372 0.40
H 0.6108 1.4991 -1.6186 -0.12
H -2.3686 2.3240 1.8456 0.30
H -2.0511 3.6561 2.9400 0.44
H -1.4303 2.0595 3.3555 0.28
H 1.5297 3.9065 2.1272 0.38
H 0.5978 3.5383 3.5766 0.38
H 0.1871 4.9614 2.6227 0.36
```

Output
Kohn-Sham gap: 4.12 eV
energy above the lowest of the compared OMol25 structures with the same formula, charge and spin: 184.09 kJ/mol
charge: +3
largest force on an atom: 0.064 Eh/bohr
E_LUMO: -0.4363 Ha
HOMO energy: -16.00 eV
multiplicity: 1